<A>
The following is a DFT calculation (wB97M-V/def2-TZVPD) of C2H9N3O as an isolated structure.

The molar mass is 91.1 g/mol. As for the total charge: 0.

The geometry in XYZ format:
```
15
C2H9N3O (wB97M-V/def2-TZVPD)
C -0.68 -0.12 1.52
C 1.74 0.81 -0.70
N -1.05 0.06 -0.42
N -0.06 -0.67 -1.03
N 1.17 -0.51 -0.44
O -2.25 -0.58 -0.74
H -2.80 0.14 -1.09
H -0.30 -1.66 -1.11
H 0.85 -0.49 0.64
H -1.22 -1.05 1.67
H -1.30 0.73 1.79
H 0.17 -0.05 2.20
H 1.90 0.92 -1.77
H 1.12 1.64 -0.34
H 2.71 0.85 -0.19
```

<B>
The following is a DFT calculation (wB97M-V/def2-TZVPD) of one molecule with the formula C2H9N3O.

The molar mass is 91.1 g/mol. Its SMILES is C[C@@H](N)N(N)O. As for the total charge: 0.

The geometry in XYZ format:
```
15
C2H9N3O (wB97M-V/def2-TZVPD)
C 0.60 0.71 -1.21
C 0.46 -0.37 -0.17
N 1.68 -0.07 0.99
N -0.57 -0.40 0.79
N -1.61 -0.98 -0.48
O -0.97 0.91 1.11
H 1.65 0.83 -1.44
H 0.04 0.43 -2.11
H 0.22 1.66 -0.84
H 0.74 -1.38 -0.47
H 1.56 0.83 1.43
H 1.69 -0.79 1.71
H -1.81 -1.94 -0.19
H -2.08 -0.21 -0.96
H -1.60 0.78 1.83
```

Short version: <B>, <A>, most stable first.

<A>
The following is a DFT calculation (wB97M-V/def2-TZVPD) of a 2-piece molecular cluster, C5H9NO3 overall.

The molar mass is 131.1 g/mol. Its SMILES is CC(=O)N(C)O.C=C=O. As for the total charge: 0.

The geometry in XYZ format:
```
18
C5H9NO3 (wB97M-V/def2-TZVPD)
C -1.13 -1.76 -0.63
C -0.30 -0.86 0.26
O 0.46 -1.22 1.12
N -0.55 0.60 0.13
C -0.54 1.47 1.29
O -1.57 0.97 -0.77
H -1.34 -1.33 -1.60
H -0.61 -2.70 -0.76
H -2.08 -1.94 -0.13
H -1.44 1.43 1.90
H 0.32 1.14 1.87
H -0.46 2.50 0.95
H -2.42 0.84 -0.31
C 2.30 -0.24 -0.94
C 1.94 0.84 -0.24
O 2.27 1.76 0.41
H 2.89 -0.21 -1.83
H 2.27 -1.29 -0.72
```

<B>
The following is a DFT calculation (wB97M-V/def2-TZVPD) of a 2-piece molecular cluster, C5H9NO3 overall.

The molar mass is 131.1 g/mol. Its SMILES is CN1C(=O)O[C@@H]2C[C@@H]21.O. As for the total charge: 0.

The geometry in XYZ format:
```
18
C5H9NO3 (wB97M-V/def2-TZVPD)
C -0.73 0.05 2.07
N -0.65 0.22 0.65
C -1.22 -0.63 -0.24
O -2.09 -1.45 -0.03
O -0.94 -0.12 -1.55
C -0.16 1.05 -1.44
C 1.23 0.88 -0.89
C 0.09 1.27 0.02
H -1.57 -0.61 2.32
H 0.21 -0.36 2.47
H -0.93 1.02 2.56
H -0.43 1.84 -2.14
H 1.95 1.65 -1.16
H 1.62 -0.14 -0.82
H 0.07 2.25 0.50
O 0.91 -2.58 -0.73
H 1.23 -2.13 -1.59
H 1.41 -2.19 -0.01
```

<C>
The following is a DFT calculation (wB97M-V/def2-TZVPD) of one molecule with the formula C5H9NO3.

The molar mass is 131.1 g/mol. Its SMILES is CC(C)(O)C(=O)C(N)=O. As for the total charge: 0.

The geometry in XYZ format:
```
18
C5H9NO3 (wB97M-V/def2-TZVPD)
C 0.94 -1.23 -0.89
C 0.66 -0.13 0.15
C 1.88 0.78 0.32
O 0.26 -0.68 1.39
C -0.54 0.65 -0.37
O -0.47 1.71 -0.94
C -1.89 -0.03 -0.12
N -2.79 0.81 0.41
O -2.10 -1.19 -0.39
H 1.80 -1.82 -0.57
H 0.07 -1.88 -0.98
H 1.16 -0.79 -1.85
H 2.76 0.19 0.57
H 1.69 1.49 1.13
H 2.06 1.33 -0.59
H 0.81 -1.45 1.58
H -2.58 1.78 0.54
H -3.73 0.48 0.60
```

Short version: <C>, <B>, <A>, most stable first.

<A>
The following is a DFT calculation (wB97M-V/def2-TZVPD) of C5H9NO3 as an isolated structure.

The molar mass is 131.1 g/mol. As for the total charge: 0.

The geometry in XYZ format:
```
18
C5H9NO3 (wB97M-V/def2-TZVPD)
C -0.03 0.40 0.41
C -0.06 -0.67 -0.53
C -0.52 1.76 0.00
C -1.96 -0.95 -0.67
C 1.88 0.42 0.51
N 2.69 -0.67 0.40
O -2.48 -1.61 0.40
O -2.69 -0.70 -1.61
O 2.41 1.47 0.81
H -3.41 -1.81 0.18
H -0.33 0.11 1.42
H 2.34 -1.59 0.19
H 3.68 -0.58 0.59
H 0.23 -1.66 -0.19
H 0.22 -0.41 -1.55
H 0.25 2.42 -0.38
H -1.25 1.76 -0.82
H -0.99 2.29 0.84
```

<B>
The following is a DFT calculation (wB97M-V/def2-TZVPD) of a 2-piece molecular cluster, C5H9NO3 overall.

The molar mass is 131.1 g/mol. Its SMILES is CC(C)=C=O.NC(=O)O. As for the total charge: 0.

The geometry in XYZ format:
```
18
C5H9NO3 (wB97M-V/def2-TZVPD)
C 1.69 -0.84 0.89
C 0.55 -0.81 -0.06
C 0.83 -0.81 -1.53
C -0.75 -0.89 0.39
O -1.54 -1.48 1.06
H 2.52 -0.22 0.54
H 2.07 -1.87 0.95
H 1.40 -0.52 1.89
H 0.83 -1.85 -1.88
H 0.04 -0.29 -2.07
H 1.80 -0.37 -1.76
N -0.33 1.70 0.15
C -1.57 1.04 -0.10
O -2.01 1.05 -1.27
O -2.42 1.27 0.96
H -0.13 2.41 -0.55
H -0.18 2.01 1.11
H -2.79 0.45 1.30
```

Short version: <A>, <B>, most stable first.

<A>
The following is a DFT calculation (wB97M-V/def2-TZVPD) of a 2-piece molecular cluster, C5H9NO3 overall.

The molar mass is 131.1 g/mol. As for the total charge: 0.

The geometry in XYZ format:
```
18
C5H9NO3 (wB97M-V/def2-TZVPD)
C 0.32 0.86 -0.79
C -0.72 -1.93 -0.56
C 0.99 2.22 -0.63
N -0.69 -1.02 0.55
C 1.09 -0.68 1.58
C -0.29 0.41 0.52
O -1.66 -1.29 1.52
O 1.87 -1.51 1.55
O -0.93 1.16 1.26
H -1.80 -0.40 1.93
H 1.04 0.11 -1.14
H -0.49 0.92 -1.53
H -1.11 -2.89 -0.21
H 0.29 -2.09 -0.93
H -1.38 -1.55 -1.35
H 0.27 2.95 -0.26
H 1.81 2.16 0.08
H 1.38 2.57 -1.59
```

<B>
The following is a DFT calculation (wB97M-V/def2-TZVPD) of one molecule with the formula C5H9NO3.

The molar mass is 131.1 g/mol. Its SMILES is CC(=O)ON(C)C(C)=O. As for the total charge: 0.

The geometry in XYZ format:
```
18
C5H9NO3 (wB97M-V/def2-TZVPD)
C 2.75 0.65 0.63
C 1.28 0.38 0.67
O 0.65 0.86 1.58
O 0.74 -0.37 -0.36
N -0.64 -0.76 -0.23
C -0.95 -2.08 0.39
C -1.69 0.07 -0.59
C -1.43 1.42 -1.21
O -2.84 -0.33 -0.47
H 2.96 1.31 -0.20
H 3.12 1.13 1.54
H 3.30 -0.28 0.52
H -1.84 -2.58 -0.09
H -0.07 -2.73 0.28
H -1.16 -1.96 1.47
H -1.47 2.14 -0.37
H -0.46 1.51 -1.64
H -2.23 1.63 -1.93
```

Short version: <B>, <A>, most stable first.